1.
Entry from the OMol25 dataset: a structure of composition C52H36Cl3N4O2SV at a distorted geometry (the ωB97M-V functional and the def2-TZVPD basis).

Calculated values
**HOMO-LUMO gap (alpha / beta)**: 4.566 / 4.659 eV
**E**: -138647.30300 eV
**E_LUMO (alpha / beta)**: -1.169 / -1.174 eV
**Total charge**: 0

Geometry as XYZ:
```
99
C52H36Cl3N4O2SV (the ωB97M-V functional and the def2-TZVPD basis)
V 1.16373 -0.40045 -0.23653
C -4.16367 -0.54726 -6.42687
C -2.84058 -0.96105 -6.38487
C -2.13859 -0.93076 -5.19863
C -2.75563 -0.51601 -4.01564
C -4.07270 -0.04881 -4.08010
C -4.76626 -0.06520 -5.27291
C -2.04253 -0.49533 -2.76419
C -2.67121 -0.65496 -1.52085
C -3.87297 -1.28875 -1.10701
C -3.68656 -1.73988 0.17576
C -2.38014 -1.37665 0.62163
N -1.85129 -0.63683 -0.40955
C -1.72058 -1.75828 1.79891
C -0.42892 -1.39609 2.24870
C 0.04636 -1.62784 3.58855
C 1.09847 -0.79045 3.80339
C 1.30259 -0.05604 2.59248
C 1.86823 1.23416 2.50788
C 2.07093 1.95508 3.78524
C 0.95230 2.09598 4.60712
C 1.03462 2.80038 5.79004
C 2.24204 3.35693 6.18060
C 3.35326 3.23158 5.36358
C 3.27067 2.54114 4.16365
C 1.67896 2.02482 1.35942
N 1.20841 1.43517 0.22319
C 0.37892 2.28183 -0.39610
C -0.61567 1.49507 -1.13874
C -1.70779 2.17818 -1.87501
C -1.60169 2.41750 -3.24293
C -2.61693 3.07300 -3.91333
C -3.73842 3.50770 -3.22684
C -3.82257 3.32118 -1.85759
C -2.81086 2.66275 -1.18254
C -0.71886 0.14557 -0.40919
C 0.97327 -1.88163 -1.64824
C 0.17177 -1.70241 -2.73130
C -0.59688 -0.50938 -2.66015
N -0.03006 0.26986 -1.64881
C 0.40531 3.52958 0.25749
C 1.26934 3.38940 1.32862
N 0.46049 -0.56522 1.63555
C -2.53604 -2.55254 2.76125
C -2.97003 -1.96687 3.94801
C -3.70594 -2.69141 4.86918
C -4.04131 -4.00906 4.60600
C -3.62427 -4.59855 3.42523
C -2.87948 -3.87676 2.50674
H -4.71399 -0.57813 -7.35750
H -2.35692 -1.32647 -7.28067
H -1.10379 -1.23459 -5.17522
H -4.52169 0.36838 -3.19188
H -5.78924 0.28356 -5.30219
H -4.73420 -1.44709 -1.72560
H -4.40242 -2.29179 0.75332
H -0.38638 -2.31769 4.28529
H 1.67401 -0.66877 4.70122
H 0.01484 1.66014 4.29129
H 0.15726 2.90770 6.40873
H 2.31332 3.88516 7.12113
H 4.29304 3.66929 5.66918
H 4.13787 2.44421 3.52655
H -0.72219 2.09124 -3.78210
H -2.52929 3.24762 -4.97539
H -4.53913 3.99894 -3.75916
H -4.67801 3.69167 -1.31365
H -2.86391 2.52366 -0.11211
H 1.50449 -2.83704 -1.60384
H -0.04410 -2.45435 -3.48485
H -0.16521 4.40180 -0.00007
H 1.50842 4.13382 2.06083
H -2.71957 -0.93403 4.14880
H -4.02680 -2.22544 5.78990
H -4.61944 -4.57871 5.32080
H -3.88433 -5.62714 3.21581
H -2.54677 -4.34932 1.59435
Cl 7.85805 -2.39739 2.36056
C 6.26840 -2.00088 1.82581
C 5.26359 -2.95664 1.89853
C 4.01134 -2.64403 1.41310
Cl 2.72164 -3.78910 1.43289
C 3.70380 -1.38133 0.85810
O 2.55317 -1.10293 0.37652
C 4.74751 -0.42942 0.87453
Cl 4.35760 1.13959 0.28797
C 6.01109 -0.72856 1.33710
H 5.45017 -3.93146 2.31696
H 6.77973 0.02430 1.30106
C 4.11970 1.82108 -3.64732
S 3.99507 0.26716 -2.65587
C 3.85567 -0.90383 -4.07513
O 2.63071 0.33124 -2.11370
H 5.07181 1.85923 -4.16382
H 4.05270 2.63793 -2.93483
H 3.28364 1.87109 -4.33687
H 4.74814 -0.85782 -4.68858
H 2.96239 -0.67140 -4.64551
H 3.75702 -1.89586 -3.64479
```



2.
Entry from the OMol25 dataset: a structure of composition C46H55As3BrFeO2P2 (the ωB97M-V functional and the def2-TZVPD basis).

Calculated values
**Multiplicity**: 6
**HOMO-LUMO gap (alpha / beta)**: 8.192 / 6.071 eV
**E**: -358202.52993 eV
**E_LUMO (alpha / beta)**: -4.189 / -6.312 eV
**Total charge**: +2
**<S²>**: 8.764

Geometry as XYZ:
```
110
C46H55As3BrFeO2P2 (the ωB97M-V functional and the def2-TZVPD basis)
Fe -0.06422 -0.03229 -0.17776
Br 1.74659 -0.56698 1.88810
C 3.28919 -0.17382 0.84300
C 4.51043 -0.14352 1.44338
C 5.65044 0.07669 0.64526
C 5.51302 0.22156 -0.70456
C 4.23993 0.17162 -1.32213
C 4.12465 0.27645 -2.72875
C 2.89850 0.18902 -3.32019
C 1.75117 0.03866 -2.51926
C 1.76420 -0.02958 -1.14062
C 3.06586 -0.00508 -0.54139
H 4.60893 -0.29815 2.50881
H 6.62571 0.10916 1.11004
H 6.38383 0.37065 -1.32999
H 5.02157 0.40905 -3.32014
H 2.80005 0.24871 -4.39695
H 0.80729 -0.01609 -3.04953
O -0.88885 1.38868 1.05305
P -1.45640 1.54736 2.45784
C -1.33310 -0.04815 3.33691
P -1.77311 -1.48748 2.30813
O -1.03838 -1.41807 0.97806
C -3.53711 -1.45322 2.04270
C -4.40524 -2.02129 2.97378
C -5.77529 -1.90263 2.79675
C -6.27484 -1.21799 1.69791
C -5.41121 -0.65419 0.76643
C -4.04322 -0.77269 0.93669
C -1.34749 -2.94902 3.23697
C -1.48974 -4.17990 2.59472
C -1.18300 -5.34924 3.26544
C -0.74016 -5.29805 4.58216
C -0.60051 -4.07845 5.22680
C -0.90294 -2.90214 4.55639
C -0.60430 2.77622 3.42989
C -1.29030 3.89452 3.90231
C -0.61663 4.85856 4.63610
C 0.73565 4.70954 4.90337
C 1.42477 3.59796 4.43222
C 0.76023 2.63451 3.69666
C -3.19654 1.97698 2.43192
C -4.06273 1.63917 3.47151
C -5.39431 2.01155 3.40532
C -5.86367 2.73712 2.31656
C -5.00020 3.09529 1.29240
C -3.66916 2.71368 1.35317
H -1.96531 -0.02105 4.22630
H -0.30567 -0.16469 3.68694
H -4.01639 -2.56260 3.82775
H -6.45240 -2.35099 3.51095
H -7.34471 -1.12888 1.56215
H -5.80850 -0.12516 -0.08999
H -3.36333 -0.33680 0.21230
H -1.83988 -4.22749 1.56924
H -1.28968 -6.30239 2.76578
H -0.50612 -6.21467 5.10665
H -0.25595 -4.04030 6.25104
H -0.78704 -1.95954 5.07542
H -2.34815 4.01672 3.70809
H -1.15180 5.72429 5.00134
H 1.25702 5.46085 5.48125
H 2.48042 3.48576 4.63859
H 1.31138 1.78114 3.31827
H -3.71618 1.09138 4.33811
H -6.06808 1.74300 4.20777
H -6.90383 3.03212 2.27555
H -5.36110 3.67499 0.45290
H -2.98500 2.97816 0.56116
C 0.35624 3.10785 -2.31463
As -1.02245 1.75881 -2.08954
C -2.56729 2.94836 -1.92999
C -1.26649 1.15214 -3.95225
C -2.07056 -0.13505 -4.20213
C -3.38879 -0.07806 -3.42591
C -1.28464 -1.40155 -3.83440
As -0.99232 -1.80842 -1.93957
C -2.56824 -2.85116 -1.47754
C 0.34999 -3.20332 -2.03127
C -2.43578 -0.19625 -5.70289
As -1.19770 -0.49424 -7.24743
C 0.53629 0.27720 -6.70784
C -0.72691 -2.38560 -6.99482
H 0.05291 3.82071 -3.08116
H 1.29427 2.63612 -2.59620
H 0.48835 3.62919 -1.36761
H -2.73202 3.39846 -2.90871
H -2.34180 3.74603 -1.22537
H -3.46522 2.41767 -1.62388
H -0.28012 1.09329 -4.40709
H -1.77706 1.98453 -4.44440
H -3.23323 -0.00470 -2.34260
H -3.98944 -0.96949 -3.61587
H -3.97534 0.78831 -3.73707
H -0.30318 -1.39118 -4.30317
H -1.80615 -2.27724 -4.23221
H -2.62954 -3.69097 -2.17056
H -3.47404 -2.25719 -1.54925
H -2.46684 -3.22424 -0.46110
H 0.02221 -3.98192 -2.71996
H 0.47962 -3.62680 -1.03630
H 1.29387 -2.77962 -2.36772
H -2.96511 0.72676 -5.95603
H -3.17730 -0.99132 -5.84034
H 0.47305 1.36278 -6.64224
H 1.24400 0.03920 -7.50222
H 0.92632 -0.13442 -5.77655
H -1.63581 -2.98240 -6.91637
H -0.08919 -2.57420 -6.13378
H -0.20059 -2.70911 -7.89238
```



3.
Entry from the OMol25 dataset: a structure of composition C25H34Cl5HgN2O6P2Se (the ωB97M-V functional and the def2-TZVPD basis).

Calculated values
**Multiplicity**: 2
**HOMO-LUMO gap (alpha / beta)**: 6.105 / 7.895 eV
**E**: -192458.14363 eV
**E_LUMO (alpha / beta)**: 0.304 / 0.100 eV
**Total charge**: 0
**<S²>**: 0.771

Geometry as XYZ:
```
76
C25H34Cl5HgN2O6P2Se (the ωB97M-V functional and the def2-TZVPD basis)
Hg 2.83409 -0.00690 0.70338
Cl 2.87977 0.49622 3.94361
C 2.62705 -1.15526 3.48529
C 2.54309 -1.46272 2.13736
C 2.29204 -2.77964 1.79160
Cl 2.14283 -3.17923 0.10687
C 2.15107 -3.78187 2.74575
Cl 1.84657 -5.40887 2.27675
C 2.26268 -3.45104 4.09480
Cl 2.10686 -4.67257 5.29334
C 2.49148 -2.12843 4.47102
Cl 2.59645 -1.71310 6.13506
C -0.99299 2.25765 1.81386
C -2.29274 1.51324 2.03689
C -2.48767 1.04104 3.46408
O -2.38453 0.40466 1.09134
P -1.56927 -0.94059 1.19447
O -0.31580 -0.91915 1.96340
C -1.34244 -1.35523 -0.54991
P -0.46121 -0.08472 -1.47298
O 0.71604 0.45439 -0.77239
O -1.48645 1.07784 -1.77904
C -2.69173 0.88885 -2.56580
C -3.81626 1.56963 -1.81532
C -2.46914 1.45863 -3.95054
O -0.18759 -0.81033 -2.84890
C 0.97494 -0.56087 -3.71232
C 2.11485 -1.43572 -3.24171
C 1.35033 0.90702 -3.78582
O -2.66181 -1.96396 1.70415
C -2.41445 -3.19030 2.44304
C -1.77407 -2.91533 3.78951
C -1.60726 -4.15296 1.59446
H -0.99172 3.17744 2.40158
H -0.87636 2.51207 0.76007
H -0.14820 1.63943 2.12080
H -3.13344 2.14374 1.74387
H -1.64986 0.41838 3.78032
H -3.41408 0.47439 3.56365
H -2.53935 1.90738 4.12470
H -2.31087 -1.56690 -1.00580
H -0.73739 -2.26379 -0.59217
H -2.89516 -0.18345 -2.64639
H -3.60444 2.63586 -1.72049
H -3.92573 1.14412 -0.81900
H -4.75404 1.44926 -2.35948
H -2.17453 2.50654 -3.87841
H -3.39051 1.39437 -4.53064
H -1.69191 0.90850 -4.47914
H 0.62216 -0.90237 -4.68609
H 2.46050 -1.10190 -2.26386
H 2.95159 -1.36002 -3.93691
H 1.80293 -2.47885 -3.17917
H 1.74212 1.26530 -2.83406
H 0.49943 1.52668 -4.06821
H 2.12722 1.03007 -4.54169
H -3.41951 -3.58454 2.59563
H -0.76662 -2.51838 3.67005
H -1.72867 -3.84735 4.35510
H -2.36030 -2.19304 4.35887
H -0.58506 -3.78840 1.46389
H -2.06590 -4.28745 0.61413
H -1.55038 -5.12490 2.08576
Se 4.96686 0.96583 -1.77042
N 3.52709 1.34132 -0.68465
C 2.98329 2.51731 -1.11285
C 1.87434 3.15405 -0.54815
C 1.41534 4.33295 -1.09843
C 2.04748 4.89723 -2.21747
C 3.14068 4.28823 -2.78801
C 3.63757 3.08223 -2.24924
N 4.69714 2.42309 -2.77036
H 1.37612 2.70530 0.30219
H 0.55624 4.82638 -0.66155
H 1.67100 5.82291 -2.63343
H 3.64018 4.71059 -3.64983
```



- Which value of total charge does entry 2 give?
  +2